(1)
22
Properties=species:S:1:pos:R:3:nbo_charge:R:1 method="wB97M-V/def2-TZVPD" lumo_energy_ev=0.322 e_above_lowest_kcal_mol=36.3 orbital_gap_ev=7.5707 smiles=Nc1cc(N)c2cccnc2c1O total_energy_ev=-15994.976
C -1.616 -1.138 -0.237 0.142
C -0.876 -1.151 -1.439 -0.302
C 0.378 -0.368 -1.467 0.204
C 0.731 0.385 -0.316 -0.169
C 1.833 1.354 -0.168 -0.113
C 2.325 1.772 0.995 -0.299
C 1.330 1.754 2.065 0.099
C -0.099 0.393 0.816 0.099
C -1.180 -0.426 0.862 0.255
H -3.290 -2.572 -0.814 0.406
H -3.253 -1.678 0.785 0.408
H -0.992 -1.871 -2.263 0.209
H 2.056 -0.097 -2.301 0.377
H 0.912 -1.270 -3.222 0.388
H 2.394 1.393 -1.026 0.185
H 3.260 2.289 0.950 0.225
H 1.515 2.330 3.043 0.194
H -1.882 0.412 2.584 0.516
N -2.827 -1.815 -0.084 -0.821
N 1.077 -0.330 -2.726 -0.812
N 0.192 1.135 1.945 -0.458
O -1.989 -0.503 2.019 -0.733


(2)
27
Properties=species:S:1:pos:R:3:nbo_charge:R:1 method="wB97M-V/def2-TZVPD" lumo_energy_ev=0.832 e_above_lowest_kcal_mol=79.6 orbital_gap_ev=8.7938 smiles=Cc1ccc(O)cc1.CCC total_energy_ev=-12674.273
C 0.541 2.400 -1.142 -0.618
C -1.226 1.337 2.446 0.313
C 0.034 2.026 2.556 -0.287
C -1.893 1.163 1.199 -0.257
C 0.640 2.360 1.360 -0.212
C -1.265 1.382 0.058 -0.193
C -0.017 2.040 0.255 -0.053
O -1.723 0.877 3.609 -0.678
H 0.400 2.433 3.495 0.209
H -1.164 1.066 4.413 0.490
H -2.879 0.721 1.127 0.219
H 1.553 2.960 1.299 0.216
H -1.660 1.185 -0.975 0.225
H 0.248 1.658 -1.870 0.209
H 1.696 2.723 -1.152 0.208
H 0.015 3.376 -1.438 0.208
C 0.993 -2.346 -1.027 -0.420
C -0.235 -1.767 -1.570 -0.617
C 1.132 -3.839 -1.513 -0.595
H 1.231 -2.440 0.080 0.212
H 1.979 -1.816 -1.231 0.203
H -1.097 -1.904 -1.025 0.213
H -0.305 -0.658 -1.674 0.208
H 0.700 -4.480 -0.880 0.199
H -0.572 -2.218 -2.588 0.201
H 2.060 -4.237 -1.350 0.204
H 0.810 -4.004 -2.461 0.194


(3)
16
Properties=species:S:1:pos:R:3:nbo_charge:R:1 method="wB97M-V/def2-TZVPD" lumo_energy_ev=1.008 e_above_lowest_kcal_mol=131.9 orbital_gap_ev=10.3235 total_energy_ev=-9430.524
C 0.516 1.162 0.500 -0.497
C -0.924 1.185 0.035 -0.262
C -1.676 0.295 -0.498 0.133
C -0.588 -1.365 0.457 0.072
C 0.664 -1.475 0.312 -0.237
C 1.439 -0.720 -0.682 -0.249
C 1.293 0.593 -0.570 -0.165
H 0.885 2.130 0.843 0.228
H 0.511 0.647 1.391 0.239
H -1.431 2.030 0.113 0.210
H -2.720 0.405 -0.684 0.189
H -1.232 -1.840 1.206 0.205
H 0.930 -1.901 1.588 0.203
H 2.066 -1.098 -1.685 0.235
H 1.620 1.009 -1.591 0.231
O -1.353 -1.057 -0.736 -0.536